{
  "formula": "C4H12N2O",
  "method": "the ωB97M-V functional and the def2-TZVPD basis",
  "elements": ["O", "N", "C", "H", "H", "H", "C", "N", "C", "H", "H", "H", "H", "H", "H", "H", "C", "H", "H"],
  "positions_angstrom": [[1.15102, -3.14394, 0.78235], [0.66843, 0.26081, -0.72535], [0.23710, -0.95055, 0.05969], [-2.01741, 2.29541, -0.62636], [1.84918, -2.04719, -0.90784], [2.24259, -1.39220, 0.68843], [1.49242, -1.91034, 0.13505], [-1.03730, 1.98389, 1.13968], [-0.30796, 1.26675, -1.08418], [0.28051, 2.18703, -1.05065], [-0.70907, 1.04659, -2.08779], [-0.00599, -0.49141, 1.03638], [1.38373, 0.65689, -0.14311], [-0.64422, -1.45063, -0.39940], [-0.30418, 1.32701, 1.52189], [1.15257, -3.87455, 0.15979], [-1.46468, 1.52798, -0.15718], [-2.13410, 0.63145, -0.09315], [-1.83264, 2.07700, 1.75176]],
  "forces_ev_per_angstrom": [[0.3017, 0.5154, 0.0454], [0.1443, -1.7940, 0.2611], [0.7288, 0.9019, -0.5203], [-0.8965, 0.9530, -0.4780], [-0.1622, -0.0463, 0.6212], [0.7526, 0.1252, 0.5432], [-2.2154, 0.0410, -1.0301], [1.6021, -0.5698, 0.4817], [0.3527, 0.1327, -0.0144], [-0.2154, 0.1925, -0.7033], [0.2141, 0.2607, 0.2358], [-0.3123, -1.3758, 0.0659], [0.3042, 0.4683, -0.0599], [0.6447, 0.3298, 0.3325], [-1.5127, 1.1368, -0.2080], [0.0383, 0.1949, -0.1314], [-0.3588, -1.6903, 0.3270], [0.3768, 0.4070, -0.1603], [0.2130, -0.1831, 0.3918]],
  "relative_energy_kcal_mol": 47.94,
  "orbital_gap_ev": 9.705,
  "spin_multiplicity": 1,
  "energy_ev": -9369.11477,
  "e_homo_ev": -8.8
}

=====

{
  "formula": "C4H12N2O",
  "method": "the ωB97M-V functional and the def2-TZVPD basis",
  "elements": ["N", "C", "N", "H", "H", "C", "H", "H", "H", "H", "C", "H", "H", "H", "H", "H", "C", "H", "O"],
  "positions_angstrom": [[-1.62142, 1.70605, 0.75343], [-1.33445, -0.79613, 0.22667], [-0.38851, -0.75200, -0.83601], [3.65653, -0.00380, 0.10090], [-1.51990, 2.53880, 1.25169], [0.98911, -0.77931, -1.32531], [1.63207, 1.14279, -0.63437], [-0.89503, -0.74255, -1.67991], [-2.49752, 1.51133, 0.33548], [1.31680, -1.85088, -1.26731], [1.80089, 0.09562, -0.38343], [1.52117, -0.04088, 0.69669], [-0.14385, 0.46476, 1.52766], [-1.25734, -1.78701, 0.74282], [1.02670, -0.23484, -2.25760], [-2.40215, -0.80628, 0.00722], [-1.20316, 0.37972, 1.30301], [-1.84895, 0.17095, 2.20275], [3.16900, -0.21636, -0.76440]],
  "forces_ev_per_angstrom": [[0.8457, -3.2443, -1.5557], [1.2209, -0.0306, 3.4023], [-2.1682, 0.8007, -3.2187], [-0.4348, -0.5488, -2.2558], [-0.0616, 0.9023, 1.1273], [-0.5021, -0.3409, 3.8518], [-0.3011, 0.1064, 0.1735], [-0.9908, 0.1083, -0.7721], [-1.0164, 0.9073, -0.3167], [0.4942, 1.0815, -0.7137], [0.7199, -0.4805, -0.7843], [0.7672, -0.3065, -0.9642], [-0.1147, -0.1227, 0.6517], [0.1323, 0.7126, 0.4441], [-0.0731, -0.7766, -0.6109], [0.1810, 0.2133, -1.3860], [-0.3837, 0.5160, -0.0458], [0.9438, -0.3569, -0.5908], [0.7413, 0.8595, 3.5642]],
  "relative_energy_kcal_mol": 81.66,
  "orbital_gap_ev": 8.980,
  "spin_multiplicity": 1,
  "energy_ev": -9367.65253,
  "e_homo_ev": -8.0
}

=====

{
  "formula": "C4H12N2O",
  "method": "the ωB97M-V functional and the def2-TZVPD basis",
  "elements": ["H", "H", "N", "H", "H", "C", "H", "H", "H", "C", "N", "H", "H", "C", "H", "C", "O", "H", "H"],
  "positions_angstrom": [[0.54676, 0.53163, 0.78123], [-0.62392, 0.12135, 1.55301], [-2.31242, 1.15287, -0.37452], [-2.29692, 1.98564, 0.15901], [-2.74249, 1.43671, -1.28844], [2.20256, 0.10611, -0.32398], [0.90989, -1.58756, -1.16092], [-1.06165, -2.30122, 1.15320], [-2.12484, -1.25358, 0.60682], [-0.34560, -0.37997, 0.50000], [-1.19859, -1.57888, 0.43764], [2.13920, 0.62072, -1.25218], [1.40138, -1.94365, 0.37182], [1.20338, -1.13517, -0.29082], [-0.91933, 0.16005, -1.57578], [-0.92166, 0.66736, -0.58705], [1.69335, 1.02698, 0.65097], [-0.23549, 1.48916, -0.72926], [3.20568, -0.04302, -0.05699]],
  "forces_ev_per_angstrom": [[5.9486, 2.9477, 0.4593], [1.5423, -0.8598, -1.4859], [0.0776, -0.9148, -1.2887], [0.0230, 0.8950, 0.7546], [0.6632, -0.6262, 1.1900], [-3.2645, 0.0851, 1.4286], [-1.1300, -0.4965, -2.4449], [0.5930, 0.6484, -0.2294], [-1.0388, 0.2076, -0.1355], [-2.5225, -1.6927, -2.2396], [0.0142, -0.3618, 0.0476], [0.1010, -0.0063, -1.3142], [0.6282, -0.3338, 0.9280], [-0.1738, 3.9030, 3.6158], [-0.0170, -0.1133, 0.7125], [-0.4314, -1.0094, -0.9718], [-2.8225, -1.6004, 0.4237], [0.3608, 0.2481, 0.3795], [1.4486, -0.9197, 0.1704]],
  "relative_energy_kcal_mol": 129.52,
  "orbital_gap_ev": 9.792,
  "spin_multiplicity": 1,
  "energy_ev": -9365.57706,
  "e_homo_ev": -9.1
}

=====

{
  "formula": "C4H12N2O",
  "method": "the ωB97M-V functional and the def2-TZVPD basis",
  "elements": ["H", "H", "H", "H", "C", "H", "H", "N", "H", "N", "O", "H", "H", "C", "H", "H", "C", "C", "H"],
  "positions_angstrom": [[0.88302, -2.49353, 1.13392], [-0.23526, 3.05403, 0.47170], [1.08499, -1.54543, -0.94529], [1.27597, 1.94878, -1.20750], [-0.76322, 1.07820, 0.31184], [-1.34663, 1.30080, -0.57281], [1.30823, 0.31756, 0.64021], [1.18278, 0.94211, -1.26128], [-0.30439, -1.37768, 1.71534], [-0.47416, 2.28506, 1.07572], [-0.96580, -1.16592, -1.26785], [-1.38257, 0.37980, 0.87473], [-0.74314, -2.75780, 0.73030], [0.51900, 0.31827, -0.11138], [0.16622, 2.16708, 1.84032], [-1.13070, -2.03999, -1.64845], [0.18195, -1.14642, -0.46438], [-0.01854, -1.94610, 0.83121], [0.76226, 0.68117, -2.14634]],
  "forces_ev_per_angstrom": [[0.1696, 0.3494, -0.1989], [0.2662, 0.1128, 0.1957], [-0.3378, -0.0575, -0.4232], [-0.1702, -0.1183, 0.1151], [1.0362, -0.6527, 0.7358], [0.0458, 0.2696, -0.1733], [-0.4250, -0.1355, 0.6238], [0.3205, -0.3029, -0.4277], [-0.1908, 0.2969, -0.1979], [-1.0418, 0.0396, -0.4597], [-0.4228, 0.0905, -0.8002], [-0.1165, 0.2116, 0.3630], [-0.2438, 0.2210, -0.2707], [-0.4809, 0.1976, -1.4491], [0.2506, -0.0418, -0.0671], [0.2650, 0.2411, 0.2797], [0.9350, 0.0467, 1.5177], [0.3053, -0.9452, 0.4598], [-0.1643, 0.1770, 0.1773]],
  "relative_energy_kcal_mol": 30.27,
  "orbital_gap_ev": 9.361,
  "spin_multiplicity": 1,
  "energy_ev": -9369.88124,
  "e_homo_ev": -8.5
}

=====

{
  "formula": "C4H12N2O",
  "method": "the ωB97M-V functional and the def2-TZVPD basis",
  "elements": ["H", "H", "N", "C", "H", "H", "H", "H", "H", "H", "H", "C", "H", "N", "H", "C", "O", "H", "C"],
  "positions_angstrom": [[3.42445, 1.96967, 0.50300], [4.19317, 0.38334, 0.72349], [-0.37508, 0.09324, -1.53471], [3.70681, 1.03718, 0.00193], [-2.15089, 1.00557, -1.26004], [0.13779, -1.08004, 0.67010], [4.37608, 1.19198, -0.84553], [0.37896, -0.54058, -1.00866], [2.00309, -1.80006, -0.70513], [-3.26925, 1.27781, 1.05336], [2.79066, 0.51568, -0.32044], [-2.74058, 0.34189, 1.23687], [-0.62463, -0.10780, -2.50468], [-0.66228, -0.69941, 1.18513], [-0.66260, -0.29361, 2.10285], [-1.51276, 0.21113, -0.87772], [1.57315, -1.06766, -0.26705], [-2.90651, 0.03492, 2.25800], [-1.61492, 0.04575, 0.54247]],
  "forces_ev_per_angstrom": [[0.2811, -0.0144, -0.2165], [0.0692, 0.0178, 0.0448], [-2.8640, -2.4585, 0.4795], [-0.4812, -0.1273, 0.0198], [-1.1305, -1.0226, -0.6504], [1.0941, 0.0160, 0.3716], [-0.0371, 0.2356, 0.1016], [2.0226, -0.2581, -0.1058], [0.0746, -0.2606, -0.0915], [-0.4652, -0.5237, -0.7880], [0.4975, 0.2012, 0.1058], [-0.6112, 2.2122, -0.1037], [1.0098, 0.8718, -0.3131], [-1.4393, 0.8994, -0.0526], [1.2109, -0.9041, 0.4288], [1.7086, 4.0027, 0.4422], [-1.6067, 0.1096, -0.3967], [0.3883, -0.4694, 0.0815], [0.2783, -2.5276, 0.6429]],
  "relative_energy_kcal_mol": 102.29,
  "orbital_gap_ev": 6.824,
  "spin_multiplicity": 1,
  "energy_ev": -9366.75826,
  "e_homo_ev": -8.5
}

=====

{
  "formula": "C4H12N2O",
  "method": "the ωB97M-V functional and the def2-TZVPD basis",
  "elements": ["H", "N", "H", "H", "H", "H", "C", "C", "C", "H", "C", "H", "H", "H", "H", "H", "H", "N", "O"],
  "positions_angstrom": [[-0.94854, -1.79633, 0.78612], [-0.55876, -3.02786, -0.86173], [-1.10987, -2.84662, -1.68293], [-0.38300, 1.40802, -1.16656], [2.50920, 1.65832, 0.23901], [-1.65120, -0.34945, -0.73408], [-0.34680, -1.78491, -0.12996], [1.59058, 2.05231, 0.65616], [0.44032, 1.03304, 0.71067], [1.12230, 0.40563, -1.21128], [0.14785, 0.55846, -0.74512], [1.78066, 2.40302, 1.66682], [0.68501, -1.73671, 0.21751], [0.31138, -3.49698, -1.05125], [1.24726, 2.88631, 0.04996], [-0.70610, 1.79796, 2.08547], [0.70990, 0.19087, 1.34531], [-0.70148, -0.60966, -0.92327], [-0.74084, 1.71054, 1.12413]],
  "forces_ev_per_angstrom": [[-0.0774, -0.0659, 0.0244], [-0.0036, 0.0505, 0.7790], [0.2048, -0.1208, -0.3094], [0.2423, 0.1070, -0.4794], [0.1562, -0.2050, -0.0542], [-0.3484, 0.0915, 0.1230], [-0.4149, -0.0332, 0.0657], [-0.6439, -0.3018, 0.3404], [0.4000, 0.4768, -1.5824], [-0.1245, -0.0537, -0.3301], [0.0388, -0.0216, 1.1409], [0.1750, 0.2108, 0.0849], [0.1541, 0.1219, -0.2295], [-0.0926, 0.0103, -0.4535], [0.0947, 0.1749, -0.0521], [-0.1456, 0.1002, -0.1842], [-0.1948, -0.0899, 0.2598], [0.6533, -0.0089, 0.1184], [-0.0735, -0.4430, 0.7382]],
  "relative_energy_kcal_mol": 33.91,
  "orbital_gap_ev": 9.721,
  "spin_multiplicity": 1,
  "energy_ev": -9369.72321,
  "e_homo_ev": -8.9
}

=====

{
  "formula": "C4H12N2O",
  "method": "the ωB97M-V functional and the def2-TZVPD basis",
  "elements": ["C", "N", "H", "H", "N", "H", "H", "H", "H", "H", "H", "H", "O", "H", "C", "H", "H", "C", "C"],
  "positions_angstrom": [[-1.41244, -1.09358, 1.11196], [-1.46492, -0.59618, -0.29692], [2.41130, 1.11486, 1.03515], [0.79425, 1.14453, -2.10830], [1.41836, 0.00231, -0.44630], [-1.30433, -1.44442, -0.81260], [-1.64875, 0.85791, -1.68071], [0.37922, -0.55963, -2.24918], [-0.16516, 0.28316, 1.54720], [-0.73177, 1.34608, -0.11392], [1.41706, 2.02870, -0.17527], [2.07857, -0.71569, -0.70825], [-0.48002, -0.50361, 1.99733], [-2.41502, -0.97183, 1.51940], [2.14810, 1.22984, -0.00820], [-1.16772, -2.15195, 0.97019], [3.03923, 1.45580, -0.60930], [-0.91260, 0.62997, -0.90926], [0.46005, 0.24950, -1.52802]],
  "forces_ev_per_angstrom": [[-0.1239, 0.6678, -1.0413], [-0.3716, -0.7884, 1.0979], [0.0801, 0.2607, 0.2089], [-0.0791, -0.4740, -0.0467], [0.4353, 0.1475, -0.2432], [0.2736, 0.5133, -0.7958], [0.2659, 0.9945, 0.1226], [-0.0794, -0.2974, 0.2523], [0.4066, 0.0096, 0.0473], [-0.4271, 0.5756, -0.2827], [0.4267, 0.2264, 0.4792], [-0.0443, -0.0425, 0.0572], [-0.2718, 0.0168, -0.3037], [-0.0192, -0.1159, 0.3766], [-1.0085, -0.8262, -0.9160], [-0.1541, 0.0447, 0.5678], [-0.1082, -0.0570, 0.0730], [0.5542, -3.0834, 0.1846], [0.2448, 2.2278, 0.1619]],
  "relative_energy_kcal_mol": 58.84,
  "orbital_gap_ev": 9.273,
  "spin_multiplicity": 1,
  "energy_ev": -9368.64213,
  "e_homo_ev": -8.3
}

=====

{
  "formula": "C4H12N2O",
  "method": "the ωB97M-V functional and the def2-TZVPD basis",
  "elements": ["H", "H", "H", "H", "H", "C", "C", "O", "H", "C", "H", "C", "H", "H", "H", "H", "N", "H", "N"],
  "positions_angstrom": [[0.00530, 3.03246, -0.39125], [0.77893, 0.53643, -2.98682], [2.20680, -0.02079, 0.36046], [-1.19484, 3.80961, -0.16112], [2.35656, -0.03355, -2.19018], [-0.66514, -1.68591, 1.31699], [1.46603, 0.49234, -2.06452], [-0.96611, 2.81845, -0.28805], [-0.63568, -2.57192, 1.87293], [0.66862, -0.24332, -0.92631], [1.81563, 1.42563, -1.76754], [1.11016, -0.05195, 0.49440], [0.49609, -1.16703, -1.19833], [-0.31010, 0.05302, -0.97730], [0.70271, 0.76700, 1.00029], [-2.06952, -0.29268, 0.60062], [-1.86652, -1.26225, 0.77758], [-2.67358, -2.04478, 0.65152], [0.54831, -1.18175, 1.30353]],
  "forces_ev_per_angstrom": [[-1.1166, -1.2348, 0.0110], [1.5029, 0.0328, 1.2228], [-0.1977, -0.3425, 1.5095], [-0.3752, -2.4252, -0.1849], [1.4334, -1.2305, -0.9650], [3.0686, 2.7979, -0.8403], [-3.0664, -1.4631, 0.1249], [1.4696, 3.5917, 0.1824], [-0.8691, -1.4586, 0.7270], [1.2162, 5.1851, -0.4093], [0.0261, 2.1160, 0.4454], [-0.6457, -2.7363, -0.5716], [0.3021, -5.3690, -1.0021], [-2.6734, 1.5750, -0.2356], [-0.1137, 2.1066, 0.1335], [0.0201, -0.1676, -0.2235], [-2.1071, -3.0541, -0.2501], [2.7274, 3.0651, 0.5840], [-0.6014, -0.9886, -0.2581]],
  "relative_energy_kcal_mol": 78.47,
  "orbital_gap_ev": 9.011,
  "spin_multiplicity": 1,
  "energy_ev": -9367.79109,
  "e_homo_ev": -8.4
}

=====

Q: Number 2 is which compound?
A: C4H12N2O